Below is a molecular structure, C15H40BaF6O11 in a non-equilibrium geometry, with properties calculated with wB97M-V/def2-TZVPD.

Structure (XYZ):
```
73
Properties=species:S:1:pos:R:3:forces:R:3
Ba 34.0995 -8.9608 -11.9363 -0.2921 1.3557 1.9803
C 30.5831 -8.7740 -10.2019 2.7234 1.8576 0.3125
O 31.4548 -8.7061 -9.0247 -0.2910 -1.0752 -0.7386
O 31.4897 -8.2896 -11.1661 -0.9140 -2.2010 -0.4420
C 29.8716 -10.2138 -10.2870 -0.5072 0.7437 -0.7505
F 29.0027 -10.5365 -9.2978 0.6028 0.6454 0.7464
F 29.0819 -10.3130 -11.3562 0.4027 0.4118 -0.9893
F 30.7525 -11.2192 -10.3392 0.6404 -0.0829 0.0082
C 30.9526 -9.0776 -7.7630 -0.4084 0.5538 0.3527
C 32.0526 -8.9832 -6.7502 0.9450 0.3778 0.7439
H 32.7796 -9.7419 -7.0397 0.1924 -0.1068 0.4595
H 32.6229 -8.0640 -6.6164 -0.2675 0.3651 -0.9554
H 31.7379 -9.1035 -5.7135 -0.4670 -0.8059 -0.1421
H 30.6616 -10.1279 -7.7464 -0.5023 0.0038 -0.0631
H 30.1089 -8.4142 -7.5724 -0.3214 -0.2112 0.4792
H 29.8527 -7.9714 -10.0989 -0.9220 -0.5211 0.2383
C 35.9695 -6.5659 -9.4033 1.2990 -1.6004 -1.8508
O 37.3093 -6.1516 -8.9829 -1.8683 0.1358 0.9875
O 36.2550 -7.2798 -10.5613 -2.6032 -0.3193 0.7832
C 35.1596 -7.4612 -8.3561 1.2238 0.2265 0.2581
F 34.6999 -6.8641 -7.2441 0.1294 1.0634 0.0975
F 34.0936 -8.0843 -8.8521 -1.5276 0.4093 -1.8509
F 35.8604 -8.4815 -7.9365 2.1991 -1.3924 0.9038
C 37.3641 -5.1378 -8.0007 -0.8990 0.4740 0.4499
C 38.7377 -4.8023 -7.6006 2.2250 -0.5814 0.3962
H 38.7403 -3.8519 -7.0667 0.1825 -0.0502 -0.0046
H 39.1580 -5.5791 -6.9617 -0.2912 -0.0215 0.5948
H 39.5272 -4.8275 -8.3517 -0.4738 0.6432 -0.7238
H 36.8906 -5.3664 -7.0459 -0.5284 -0.7545 -0.0160
H 36.8685 -4.2001 -8.2522 -0.3258 0.0134 -0.9503
H 35.2645 -5.7458 -9.5396 0.2673 0.9035 -0.1199
C 29.3031 -5.1952 -6.6524 0.7212 0.3130 -0.1402
O 30.0287 -4.3227 -7.5286 -0.7226 -0.3483 0.6718
H 28.3618 -4.7102 -6.3937 -0.0042 -0.2238 -0.1777
H 29.1746 -6.1891 -7.0810 -0.5103 -0.0041 -0.3892
H 29.8504 -5.4045 -5.7334 0.1466 0.3349 0.3038
H 30.7815 -4.8214 -7.8544 0.3976 -0.0888 -0.4059
C 34.5309 -11.2322 -8.9990 0.7410 0.3052 -0.4168
O 33.5548 -10.6164 -9.8820 0.6005 -0.6982 0.5316
H 34.7590 -12.2399 -9.3464 -0.1250 0.0050 0.0774
H 35.4320 -10.6194 -9.0242 0.0933 -0.0786 -0.1409
H 34.2550 -11.2463 -7.9446 -0.4995 -0.0187 -0.2103
H 32.7632 -10.5176 -9.3479 -0.4816 0.5460 -0.3154
C 28.4258 -13.4877 -8.2976 -0.6483 -1.1206 -0.1390
O 29.6418 -13.6163 -8.9122 2.8392 0.9219 -1.0183
H 28.1488 -14.5233 -8.4952 -1.6437 0.1728 0.8107
H 28.5343 -13.2751 -7.2341 -0.3636 0.0840 0.1467
H 27.8170 -12.7577 -8.8310 -0.4757 -0.1085 0.3104
H 30.0058 -12.7419 -9.0692 0.2441 -0.0702 -0.0621
C 32.2048 -4.8616 -10.4328 1.2314 -0.6605 0.2983
O 32.0498 -5.5847 -9.2280 -1.0349 0.0127 0.9140
H 32.3172 -3.8041 -10.1940 -0.3539 -0.0876 -0.2212
H 33.1750 -5.2578 -10.7325 0.2525 0.6253 -1.1803
H 31.4435 -5.1190 -11.1691 -0.0749 0.4170 -0.0203
H 31.8975 -6.4906 -9.5066 0.0098 -0.5616 0.2659
C 30.1738 -10.3871 -14.6297 -2.1255 0.3568 -1.1202
O 31.0886 -10.3681 -15.7189 0.6959 -0.0057 0.8619
H 29.8114 -11.3830 -14.3748 1.0103 -0.2753 0.6331
H 30.4011 -9.6872 -13.8256 0.3599 -0.5012 0.2696
H 29.2384 -10.0101 -15.0430 -0.2242 0.5068 -0.0208
H 31.8306 -9.8831 -15.3506 0.2399 -0.0047 -0.6143
C 26.9295 -7.5795 -8.9705 1.7280 0.5421 0.7569
O 25.8084 -7.9196 -9.6685 -1.3539 -1.0369 -0.9263
H 27.6640 -8.3803 -8.8846 0.0118 -0.4495 -0.0200
H 27.4637 -6.8108 -9.5289 -0.2172 0.4692 0.4006
H 26.6499 -7.3118 -7.9515 0.3891 0.6194 0.1482
H 25.5331 -8.7448 -9.2623 -0.5600 -0.1087 -0.3409
C 29.5853 -6.5228 -13.6836 -0.3230 -0.6680 1.3084
O 30.9630 -6.8036 -13.5665 1.0369 0.5859 -1.4771
H 29.2611 -5.7005 -14.3213 0.8532 0.0120 -0.2316
H 29.0800 -7.4355 -13.9997 -0.4222 0.0722 -0.0318
H 29.3096 -6.2676 -12.6604 -0.9067 0.0736 -0.0432
H 31.0810 -7.3157 -12.7632 -0.1539 -0.3163 0.7598
```
Positions in Å, forces in eV/Å.

Summary:
Maximum force ... 3.3 eV/A
E_LUMO ... -1.5617 eV
M ... 647.8 g/mol


Below is a single C4H7NO3 molecule in a non-equilibrium geometry, with properties calculated with wB97M-V/def2-TZVPD.

Structure (XYZ):
```
15
Properties=species:S:1:pos:R:3:forces:R:3
C 1.7213 0.3654 0.5926 -2.0972 0.0142 -0.1764
C 0.3603 0.3688 -0.1624 -0.2360 -1.2025 1.4290
C -0.3237 1.4099 -0.5885 -0.4216 -2.5135 -1.1276
C -0.2730 -0.9634 -0.1774 0.6185 -2.3953 -0.1731
H 1.9863 -1.2809 -0.2850 -0.4779 -1.1354 -0.2031
H 1.9830 1.4009 0.4508 1.1827 0.2637 0.2792
H 1.5949 0.1328 1.6909 0.0138 0.2577 -0.9986
H -1.1674 1.3931 -1.2552 -0.4203 -0.4145 0.1846
H 0.0431 2.3171 -0.4377 1.6933 4.0283 0.5493
H -2.0716 -1.8925 0.1877 0.2421 -0.7394 0.0398
H -2.7657 0.3592 -0.2050 -1.2065 1.2186 -1.0376
N -1.6389 -1.0244 -0.0460 0.2706 0.2412 0.1387
O 2.5502 -0.5533 -0.0500 1.3218 1.3155 0.2706
O 0.3641 -2.0435 -0.2738 -1.2558 1.9185 0.0415
O -2.3628 0.0106 0.5592 0.7727 -0.8572 0.7838
```
Positions in Å, forces in eV/Å.

Summary:
Maximum force ... 4.4 eV/A
E_LUMO ... 0.3943 eV
Structure (SMILES) ... C=C(CO)C(=O)NO
Relative energy (zero: lowest compared OMol25 entry of this formula, charge and spin) ... 96.31 kcal per mole
M ... 117.1 g/mol


Below is 2 unconnected molecules or ions with the total composition C4H8Cl2Si in a non-equilibrium geometry, with properties calculated with wB97M-V/def2-TZVPD.

Structure (XYZ):
```
15
Properties=species:S:1:pos:R:3:forces:R:3
C 1.9218 -0.4569 -0.6469 0.7084 -1.3112 -0.8173
C 1.9338 0.3677 0.5509 2.5790 0.8411 2.6816
C -0.8582 1.1665 -0.9575 1.3826 -2.9549 -0.7975
C -0.5851 -1.0608 1.4307 0.9027 0.2230 -1.6079
Si 0.2212 -0.1153 0.0238 0.3722 0.8971 -0.3802
Cl 2.8282 -1.9965 -0.5757 -0.4583 0.9092 -0.1588
Cl 2.4153 2.0885 0.4375 -0.0329 0.3465 -0.3548
H 2.8659 0.8177 -2.2782 -0.5982 -0.6774 0.8321
H 2.5756 0.0242 1.4887 -1.7520 0.1517 -2.0295
H -1.7836 0.5985 -0.8826 -0.6037 0.7149 -0.4324
H -0.7996 1.9861 -0.3325 -0.4549 1.9975 1.1920
H -0.5321 1.4320 -2.0020 -0.3446 -0.6303 1.2122
H -1.1570 -1.7688 0.9178 -1.2698 -1.5434 -0.4174
H 0.0285 -1.5564 2.1564 0.5772 0.0102 0.1532
H -1.2533 -0.3867 1.8731 -1.0078 1.0259 0.9248
```
Positions in Å, forces in eV/Å.

Summary:
Maximum force ... 3.8 eV/A
E_LUMO (alpha / beta) ... -1.0936 / -0.3556 eV
Relative energy (zero: lowest compared OMol25 entry of this formula, charge and spin) ... 189.75 kcal per mole
M ... 155.1 g/mol


Below is a single C7H10O2SSi molecule, with properties calculated with wB97M-V/def2-TZVPD.

Structure (XYZ):
```
21
Properties=species:S:1:pos:R:3:forces:R:3
C 0.9320 -0.6639 1.2010 -0.0671 -0.0128 -0.0768
C 0.9320 -0.6692 -1.1989 -0.0670 -0.0126 0.0770
C -0.4512 -0.6932 1.2044 0.0244 -0.0358 0.2555
C -0.4512 -0.6985 -1.2021 0.0241 -0.0367 -0.2553
C 1.6370 -0.6496 0.0010 -0.0273 0.0253 -0.0002
C -1.1259 -0.7159 0.0012 -0.7969 0.3256 -0.0007
C 3.1346 -0.6456 0.0010 0.0025 -0.0515 0.0002
O -3.3745 -1.2898 1.2449 0.2285 0.2622 0.0856
O -3.3745 -1.2935 -1.2410 0.2284 0.2617 -0.0864
Si -3.6343 1.4011 -0.0022 0.5159 -0.2181 0.0003
S -2.9243 -0.6909 0.0011 -0.1600 -0.9787 0.0016
H 1.4726 -0.6558 2.1363 0.0432 0.0068 0.0901
H 1.4726 -0.6652 -2.1343 0.0432 0.0064 -0.0902
H -1.0177 -0.7237 2.1223 -0.0057 0.0138 0.1406
H -1.0177 -0.7330 -2.1199 -0.0057 0.0133 -0.1406
H 3.5054 -1.6710 0.0035 0.0861 -0.0322 0.0001
H 3.5228 -0.1508 -0.8860 0.0720 0.0289 -0.0286
H 3.5229 -0.1465 0.8856 0.0719 0.0290 0.0284
H -3.0548 1.9591 -1.2206 0.0130 0.2393 -0.1734
H -3.0558 1.9627 1.2151 0.0129 0.2397 0.1728
H -5.0893 1.3559 -0.0027 -0.2366 -0.0735 0.0001
```
Positions in Å, forces in eV/Å.

Summary:
Maximum force ... 1.0 eV/A
E_LUMO ... 0.3795 eV
Structure (SMILES) ... Cc1ccc(S(=O)(=O)[SiH3])cc1
Relative energy (zero: lowest compared OMol25 entry of this formula, charge and spin) ... 0.00 kcal per mole
M ... 186.3 g/mol


Below is a molecular structure, C4H7CdO3 in a non-equilibrium geometry, with properties calculated with wB97M-V/def2-TZVPD.

Structure (XYZ):
```
15
Properties=species:S:1:pos:R:3:forces:R:3
O -0.8459 0.8754 -0.1804 -2.0539 0.4069 0.0791
Cd 3.2736 0.3831 0.3236 2.9510 -0.6339 -0.0556
O 1.2846 0.8566 0.3830 -2.6986 0.8604 -0.3153
C 0.2923 0.2225 -0.0339 0.4744 -1.2958 1.2659
O 0.3675 -1.0413 -0.2272 0.3578 0.6195 -0.1170
C -0.7221 -1.9268 -0.7582 -0.4331 -0.1487 -0.0730
H -1.1535 -1.3522 -1.6003 0.1372 -0.1413 -0.0015
H -0.1091 -2.7395 -1.1868 -0.2029 0.2694 0.0058
C -2.0743 0.4446 0.5619 1.1843 0.5609 0.4332
C -3.2740 0.5518 -0.3484 -0.0520 -0.4124 -0.2378
H -1.8693 -0.4899 1.0974 -0.3083 -0.2919 -0.9973
H -2.1998 1.1523 1.3960 0.2477 0.3234 -0.4003
H -3.2027 -0.1272 -1.2077 0.0508 0.0602 0.3268
H -4.1821 0.3069 0.2195 0.1850 0.0073 -0.1076
H -3.3882 1.5732 -0.7363 0.1605 -0.1840 0.1944
```
Positions in Å, forces in eV/Å.

Summary:
Maximum force ... 3.0 eV/A
Net charge ... -1
E_LUMO ... 3.5919 eV
M ... 215.5 g/mol


Below is 2 unconnected molecules or ions with the total composition C3H10S2 in a non-equilibrium geometry, with properties calculated with wB97M-V/def2-TZVPD.

Structure (XYZ):
```
15
Properties=species:S:1:pos:R:3:forces:R:3
C 4.1819 -0.8246 2.0095 0.0702 0.7471 -0.8026
C 3.5676 -1.6447 0.8845 0.6318 -0.9721 0.0507
H 3.4683 -0.5893 2.7892 -0.0188 -0.1292 0.3048
H 5.0790 -1.2938 2.3974 -0.0752 -0.2389 0.3378
H 4.5237 0.1343 1.5980 -0.0766 -0.0624 0.1263
H 3.0955 -2.5576 1.2689 0.3305 -0.0137 -0.0300
H 4.3763 -1.9369 0.1738 -0.7848 0.1526 0.3060
H 2.7669 -1.1513 0.3591 -0.0865 0.5199 -0.2957
C -2.5402 -1.0284 -0.1126 0.8374 0.0727 -0.3471
S -1.8871 0.2870 -1.4017 -1.2360 -1.6210 1.6268
S -1.0793 1.5996 -0.0912 -0.2536 0.7280 0.2421
H -1.6725 -1.5401 0.3456 -0.2689 0.6499 -0.1427
H -3.2504 -0.7108 0.6926 0.7201 0.3747 -1.0194
H -3.0079 -1.8067 -0.7010 -0.3498 0.0176 -0.3403
H 0.2002 1.3788 -0.3392 0.5602 -0.2254 -0.0167
```
Positions in Å, forces in eV/Å.

Summary:
Maximum force ... 2.6 eV/A
E_LUMO ... 0.5958 eV
Structure (SMILES) ... CSS.CC
Relative energy (zero: lowest compared OMol25 entry of this formula, charge and spin) ... 12.04 kcal per mole
M ... 110.2 g/mol


Below is a molecular structure, C31H28BGeN8Pt, with properties calculated with wB97M-V/def2-TZVPD.

Structure (XYZ):
```
70
Properties=species:S:1:pos:R:3:forces:R:3
Pt 0.7496 -0.6048 0.3690 0.2961 -0.0718 0.0926
C 4.8452 0.0815 1.6002 0.0022 -0.0497 0.0449
C 3.9166 -0.5149 0.7601 -0.0218 -0.0326 0.0013
N 2.6834 -0.1161 1.0876 -0.0880 -0.0290 -0.0460
N 2.7990 0.7110 2.1489 0.0193 0.0941 -0.1394
C 4.0926 0.8509 2.4668 -0.0274 -0.0475 0.0564
B 1.5419 1.2729 2.8556 -0.1243 -0.1032 0.0067
N 0.6793 2.0307 1.8027 -0.0350 -0.0555 0.0281
C 0.1570 3.2643 1.8520 0.0373 -0.0066 0.0225
C -0.5224 3.5093 0.6733 0.0163 0.0146 -0.0039
C -0.3742 2.3512 -0.0761 -0.0052 -0.0028 0.0172
N 0.3635 1.4775 0.6138 -0.1245 0.0003 -0.1024
N 0.7031 -0.0016 3.2829 -0.1185 0.1712 0.0514
C 0.2861 -0.4579 4.4714 0.0252 -0.0557 -0.0041
C -0.4399 -1.6207 4.2975 0.0376 0.0125 0.0060
C -0.4342 -1.8336 2.9320 -0.0757 0.0025 -0.0186
N 0.2420 -0.8501 2.3301 0.2507 -0.0579 -0.0184
N 1.9418 2.2226 3.9447 0.0558 0.0187 -0.0177
C 1.8805 2.2953 5.3073 -0.0104 0.0059 0.0013
C 2.5372 3.4244 5.7046 0.0047 -0.0115 0.0035
C 2.9951 4.0055 4.5058 -0.0144 0.0074 -0.0202
N 2.6438 3.2927 3.4568 0.0074 -0.0035 0.0102
H 5.9136 -0.0386 1.5891 0.0010 0.0032 0.0045
H 4.0745 -1.2242 -0.0333 0.0029 0.0253 -0.0305
H 4.3861 1.4836 3.2863 0.0194 0.0185 -0.0224
H 0.3344 3.8943 2.7058 -0.0108 0.0132 -0.0021
H -1.0367 4.4101 0.3902 -0.0045 -0.0013 0.0026
H -0.7542 2.1111 -1.0551 0.0031 0.0172 0.0062
H 0.5286 0.0508 5.3821 -0.0211 0.0104 0.0107
H -0.8997 -2.2280 5.0562 -0.0003 0.0047 0.0045
H -0.8809 -2.6383 2.3738 0.0327 -0.0050 -0.0251
H 1.3838 1.5714 5.9230 -0.0063 -0.0059 0.0044
H 2.6666 3.7821 6.7107 0.0019 -0.0077 0.0031
H 3.5629 4.9122 4.3696 -0.0035 0.0027 0.0027
C -0.8792 -1.4535 -0.2755 0.0614 0.1383 -0.1060
Ge -1.6198 -1.2583 -2.0879 -0.3188 0.2975 0.1521
C 0.3434 -1.5604 -2.2853 0.1083 0.0325 0.2362
C 1.1518 -0.4330 -1.9108 0.0281 0.0623 0.0793
C 2.5468 -0.4909 -2.1046 0.0064 -0.0393 -0.0254
C 3.1336 -1.6505 -2.5781 -0.0057 0.0266 0.0218
C 2.3437 -2.7599 -2.8633 0.0024 -0.0347 -0.0074
C 0.9597 -2.7310 -2.6926 -0.0367 -0.0976 -0.0298
C -2.8676 -2.6299 -2.5527 0.1341 -0.1797 0.0205
C -2.7128 -3.3897 -3.7121 0.0189 0.0432 -0.0399
C -3.6561 -4.3512 -4.0420 -0.0165 -0.0007 0.0137
C -4.7536 -4.5564 -3.2177 0.0039 0.0105 0.0094
C -4.9147 -3.8009 -2.0639 -0.0105 -0.0182 -0.0210
C -3.9742 -2.8395 -1.7290 -0.0016 -0.0044 0.0268
C -2.0428 0.5714 -2.5222 0.0023 0.0245 -0.0536
C -1.3252 1.2978 -3.4719 0.0539 -0.0463 -0.0350
C -1.6708 2.6119 -3.7554 -0.0284 0.0243 0.0142
C -2.7401 3.2055 -3.0967 0.0134 -0.0250 -0.0027
C -3.4742 2.4816 -2.1658 0.0257 0.0159 -0.0128
C -3.1299 1.1684 -1.8822 -0.0339 -0.0467 0.0416
H -1.0640 -2.3909 0.2658 -0.1285 -0.0559 -0.1615
H 0.6929 0.5527 -1.8595 0.0078 0.0040 -0.0734
H 3.1461 0.3863 -1.8963 -0.0070 0.0021 0.0081
H 4.2028 -1.6960 -2.7375 0.0002 0.0092 -0.0011
H 2.8122 -3.6648 -3.2296 -0.0086 0.0011 -0.0079
H 0.3744 -3.6132 -2.9196 -0.0160 0.0002 0.0133
H -1.8717 -3.2265 -4.3770 0.0080 -0.0056 0.0055
H -3.5383 -4.9361 -4.9440 0.0059 0.0021 -0.0011
H -5.4894 -5.3053 -3.4774 -0.0004 0.0000 -0.0004
H -5.7745 -3.9601 -1.4275 0.0005 0.0036 0.0028
H -4.1184 -2.2547 -0.8264 0.0116 -0.0025 0.0032
H -0.4961 0.8477 -4.0077 -0.0085 -0.0067 0.0059
H -1.1131 3.1682 -4.4967 -0.0005 -0.0013 -0.0024
H -3.0112 4.2284 -3.3212 0.0016 0.0010 0.0004
H -4.3166 2.9386 -1.6640 -0.0029 -0.0059 -0.0012
H -3.7194 0.6177 -1.1569 0.0086 -0.0035 -0.0020
```
Positions in Å, forces in eV/Å.

Summary:
Maximum force ... 0.5 eV/A
2S+1 ... 2
Net charge ... +2
E_LUMO (alpha / beta) ... -7.8842 / -8.6035 eV
Relative energy (zero: lowest compared OMol25 entry of this formula, charge and spin) ... 0.00 kcal per mole
M ... 791.1 g/mol


Below is a single C5H8O molecule, with properties calculated with wB97M-V/def2-TZVPD.

Structure (XYZ):
```
14
Properties=species:S:1:pos:R:3:forces:R:3
O 1.7718 -0.9296 -0.1562 -0.0318 -0.2217 0.3401
C 1.1142 0.2731 0.1454 -0.3180 0.2562 0.5092
C 0.2245 0.8052 -1.0135 -0.0293 -0.0257 -0.0515
C -0.9988 0.5085 -0.1657 -0.3359 -0.0106 -0.1698
C -0.9725 -0.8976 0.4055 -0.0335 -0.3234 -0.2791
C -0.1786 0.1782 1.0647 0.4760 -0.1000 -0.1504
H 1.0661 -1.5893 -0.2801 0.8528 0.2457 -0.0512
H 1.8599 0.9656 0.5423 -0.0906 -0.0671 -0.2381
H 0.2962 0.2688 -1.9665 0.1309 0.0154 0.1727
H 0.3770 1.8731 -1.2035 -0.0857 -0.1550 0.1261
H -1.9195 1.0779 -0.2334 0.0068 -0.2133 0.1935
H -0.3901 -1.7072 -0.0525 -0.7086 0.2834 -0.1872
H -1.8730 -1.3360 0.8182 -0.0361 0.5448 0.3008
H -0.3123 0.5169 2.0987 0.2030 -0.2288 -0.5150
```
Positions in Å, forces in eV/Å.

Summary:
Maximum force ... 0.9 eV/A
E_LUMO ... 1.0941 eV
Structure (SMILES) ... O[C@H]1C[C@H]2C[C@H]21
Relative energy (zero: lowest compared OMol25 entry of this formula, charge and spin) ... 52.19 kcal per mole
M ... 84.1 g/mol